Below is a cluster of 8 separate species, C47H52N2O3PS in total at a distorted geometry, with properties calculated with ωB97M-V/def2-TZVPD.

Positions of all 106 atoms, in Å:
C  -1.396  -0.334  1.786
C  -0.831  -1.342  2.722
O  -1.073  -2.514  2.723
O  0.013  -0.792  3.657
C  1.160  -1.547  3.997
C  1.770  -2.261  2.798
N  3.102  -2.874  3.176
N  2.939  -3.757  4.318
C  2.931  -4.973  4.041
S  2.874  -6.455  3.694
P  4.453  -1.695  3.490
O  5.645  -2.212  2.827
H  -1.804  -0.823  0.909
H  -0.649  0.402  1.502
H  -2.216  0.179  2.291
H  1.882  -0.824  4.386
H  0.959  -2.246  4.807
H  1.152  -3.077  2.438
H  1.958  -1.543  1.998
H  3.415  -3.407  2.356
H  3.998  -0.421  3.121
H  4.590  -1.744  4.880
C  -3.628  2.047  -0.498
C  -4.607  1.267  0.104
C  -5.557  1.857  0.925
C  -5.534  3.229  1.137
C  -4.558  4.009  0.533
C  -3.602  3.418  -0.282
H  -2.885  1.587  -1.139
H  -4.630  0.197  -0.067
H  -6.318  1.248  1.397
H  -6.279  3.690  1.773
H  -4.542  5.078  0.697
H  -2.840  4.026  -0.751
C  6.212  1.590  -0.678
C  6.024  0.457  0.100
C  6.622  0.360  1.352
C  7.403  1.407  1.825
C  7.590  2.541  1.048
C  6.997  2.631  -0.203
H  5.755  1.660  -1.657
H  5.415  -0.358  -0.275
H  6.462  -0.524  1.953
H  7.870  1.336  2.800
H  8.202  3.355  1.416
H  7.151  3.511  -0.813
C  9.484  2.317  -2.913
C  9.644  2.248  -4.290
C  9.801  1.017  -4.910
C  9.792  -0.147  -4.154
C  9.631  -0.078  -2.777
C  9.479  1.154  -2.156
H  9.366  3.279  -2.430
H  9.646  3.156  -4.880
H  9.931  0.963  -5.984
H  9.913  -1.108  -4.638
H  9.624  -0.986  -2.186
H  9.357  1.207  -1.082
C  -10.897  -0.545  -0.537
C  -9.581  -0.904  -0.793
C  -8.568  0.036  -0.663
C  -8.870  1.332  -0.269
C  -10.186  1.690  -0.010
C  -11.200  0.752  -0.147
H  -11.688  -1.277  -0.642
H  -9.346  -1.916  -1.097
H  -7.542  -0.241  -0.870
H  -8.080  2.064  -0.167
H  -10.421  2.701  0.298
H  -12.227  1.032  0.051
C  -12.396  2.104  3.019
C  -13.373  1.322  3.620
C  -14.328  1.911  4.437
C  -14.310  3.283  4.648
C  -13.334  4.065  4.046
C  -12.376  3.475  3.234
H  -11.651  1.645  2.384
H  -13.391  0.253  3.450
H  -15.087  1.301  4.909
H  -15.056  3.742  5.283
H  -13.322  5.135  4.210
H  -11.613  4.085  2.767
C  0.615  -9.951  2.314
C  0.168  -8.639  2.259
C  -1.178  -8.364  2.066
C  -2.082  -9.408  1.933
C  -1.637  -10.722  1.990
C  -0.290  -10.994  2.177
H  1.666  -10.165  2.461
H  0.872  -7.823  2.369
H  -1.525  -7.339  2.020
H  -3.133  -9.198  1.786
H  -2.343  -11.535  1.887
H  0.056  -12.019  2.216
C  7.854  4.809  -8.805
C  8.466  5.912  -9.386
C  9.810  6.165  -9.149
C  10.544  5.313  -8.336
C  9.933  4.210  -7.759
C  8.587  3.959  -7.990
H  6.806  4.613  -8.990
H  7.895  6.573  -10.024
H  10.285  7.028  -9.598
H  11.593  5.509  -8.154
H  10.507  3.543  -7.128
H  8.111  3.099  -7.536

## Properties
Multiplicity: 1
Total energy: -2896.5733 Eh
Maximum force: 1.8 eV/Å
E_HOMO: -10.290 eV
Net charge: +1